{"formula": "C4H9N4", "method": "ωB97M-V with the def2-TZVPD basis set", "elements": ["C", "C", "C", "C", "N", "N", "N", "N", "H", "H", "H", "H", "H", "H", "H", "H", "H"], "positions_angstrom": [[0.54604, 1.28336, -0.59233], [-2.03812, 0.08073, 1.01908], [1.44164, 0.52691, 0.28752], [-2.74621, -0.98954, 1.75070], [-0.74202, 1.58133, -0.35618], [-1.31795, 0.76958, 0.41368], [0.89182, -0.20579, -0.80601], [1.86086, -0.47508, -1.78738], [1.10340, 1.87204, -1.26657], [2.56480, 0.78093, 0.31616], [1.20559, 0.26872, 1.41603], [-2.91257, -0.80213, 2.74821], [-2.13917, -1.92387, 1.72225], [-3.70451, -1.30366, 1.15070], [1.37359, -0.19911, -2.70014], [1.93121, -1.44484, -1.65375], [2.68161, 0.18043, -1.66196]], "forces_ev_per_a": [[1.49, -1.39, 0.43], [1.25, 0.29, -0.23], [2.11, 0.50, 4.44], [-0.68, -1.76, -3.80], [-1.03, 1.63, -0.76], [-2.24, -1.83, 1.54], [-1.38, 0.02, 0.94], [-0.98, 3.47, -1.93], [-0.03, 1.14, -0.83], [-1.60, -0.35, -0.57], [-0.06, 0.14, -2.61], [-0.71, 0.83, 2.10], [-0.06, 0.75, -0.17], [1.58, 0.90, 1.37], [1.11, -1.00, 1.02], [1.47, -1.86, -0.63], [-0.23, -1.48, -0.32]], "nbo_charge": [0.09, 0.39, -0.32, -0.70, -0.40, -0.03, -0.31, -0.53, 0.20, 0.21, 0.25, 0.26, 0.27, 0.28, 0.45, 0.46, 0.43], "charge": 1, "e_above_lowest_kj_mol": 599.21, "orbital_gap_ev": 8.31, "spin_multiplicity": 1, "lumo_energy_ev": -3.49}

{"formula": "C2H7N4S", "method": "ωB97M-V with the def2-TZVPD basis set", "elements": ["C", "C", "N", "N", "N", "N", "S", "H", "H", "H", "H", "H", "H", "H"], "positions_angstrom": [[-1.52328, -1.02289, -0.03972], [0.43109, 1.72966, 0.44199], [-0.96682, 0.02303, -0.24317], [0.09874, 0.56433, -0.23715], [1.62626, -1.04189, -0.67557], [-2.30481, -1.92004, -0.55850], [1.10481, -2.40973, -0.03344], [-0.37090, 2.38408, 0.46644], [1.34366, 2.13362, -0.06077], [0.65053, 1.43645, 1.52503], [2.17950, -0.29129, -0.20289], [1.13662, -0.79149, -1.48019], [-2.70754, -1.84563, -1.45727], [-2.77986, -2.55264, 0.04968]], "forces_ev_per_a": [[-0.23, -2.29, 0.07], [2.54, -0.22, 1.87], [-1.21, -0.25, 1.37], [2.38, 0.52, -2.77], [0.01, -0.21, 2.58], [-0.62, -0.01, 0.50], [0.12, 0.57, 0.15], [-1.45, 1.68, -0.04], [-0.86, 0.08, 0.72], [-0.02, 0.57, -1.14], [-0.24, -1.21, -0.56], [-0.04, 0.84, -2.00], [-0.28, 0.27, -1.15], [-0.09, -0.34, 0.40]], "nbo_charge": [0.40, -0.45, -0.08, -0.16, -0.75, -0.76, 0.41, 0.24, 0.23, 0.22, 0.44, 0.42, 0.41, 0.43], "charge": 1, "e_above_lowest_kj_mol": 450.02, "orbital_gap_ev": [6.74, 7.07], "spin_multiplicity": 1, "lumo_energy_ev": [-6.27, -6.11]}

{"formula": "C19H49Br3O18S6", "method": "ωB97M-V with the def2-TZVPD basis set", "elements": ["O", "S", "O", "O", "C", "C", "C", "H", "H", "H", "H", "H", "H", "H", "H", "O", "S", "O", "O", "C", "C", "C", "H", "H", "H", "H", "H", "H", "H", "H", "O", "S", "O", "O", "C", "C", "C", "H", "H", "H", "H", "H", "H", "H", "H", "O", "S", "O", "O", "C", "C", "C", "H", "H", "H", "H", "H", "H", "H", "H", "O", "S", "O", "O", "C", "C", "C", "H", "H", "H", "H", "H", "H", "H", "H", "O", "S", "O", "O", "C", "C", "C", "H", "H", "H", "H", "H", "H", "H", "H", "C", "Br", "Br", "Br", "H"], "positions_angstrom": [[-3.42628, 3.88915, -2.55080], [-3.18363, 2.75236, -1.72576], [-1.85289, 2.48370, -1.32232], [-4.11530, 3.00789, -0.34892], [-5.28764, 3.69057, -0.40275], [-6.49915, 3.02467, -0.88127], [-3.97359, 1.16768, -2.25037], [-5.13783, 4.46752, -1.15242], [-5.38614, 4.10524, 0.60046], [-7.36386, 3.64303, -0.64043], [-6.71471, 2.02344, -0.50819], [-6.51547, 3.11718, -1.96722], [-4.96526, 1.49874, -2.55873], [-3.90490, 0.49560, -1.39497], [-3.38563, 0.84181, -3.10839], [-3.98394, 4.28782, 4.38621], [-3.19349, 4.20540, 3.16852], [-3.43832, 5.16849, 2.11639], [-1.57271, 4.21840, 3.60043], [-0.66031, 4.36950, 2.47862], [0.33968, 3.21329, 2.42485], [-3.26549, 2.42909, 2.62652], [-0.27797, 5.38581, 2.57362], [-1.27027, 4.30318, 1.57771], [0.89777, 3.01720, 1.50932], [-0.22216, 2.30380, 2.63757], [0.85801, 3.38626, 3.36799], [-2.42952, 1.99360, 3.17388], [-2.99061, 2.39154, 1.57242], [-4.26599, 2.08905, 2.89387], [-3.91575, -4.21684, -2.09377], [-2.79230, -3.40797, -2.55721], [-2.92556, -1.99025, -2.71274], [-1.42465, -3.71286, -1.66977], [-1.37009, -4.79866, -0.72978], [0.04935, -4.96032, -0.12302], [-2.25361, -4.15253, -4.20205], [-1.70778, -5.74413, -1.15423], [-2.12036, -4.79943, 0.06092], [0.17499, -5.72670, 0.64182], [0.28303, -4.06031, 0.44573], [0.78896, -5.21959, -0.88056], [-2.97633, -3.77507, -4.92545], [-2.38160, -5.22955, -4.09368], [-1.21534, -3.92490, -4.44347], [-1.12393, -2.16671, 1.46081], [-1.11597, -0.72848, 1.25182], [-2.37093, -0.06881, 1.60620], [0.12881, -0.14971, 2.12471], [1.35889, -0.85944, 2.04291], [2.37608, -0.35341, 3.06738], [-0.53399, -0.33290, -0.53001], [1.83190, -0.76158, 1.06578], [1.32510, -1.94200, 2.16549], [2.73992, 0.57818, 2.63395], [3.22354, -1.02701, 3.19453], [1.87732, -0.03344, 3.98224], [-0.01937, -1.17335, -0.99576], [0.11048, 0.54416, -0.47072], [-1.35507, -0.20449, -1.23530], [5.22045, 0.06204, 1.51275], [4.81901, 0.77790, 0.25545], [3.90737, 0.20922, -0.73561], [4.21297, 2.22575, 0.73264], [4.76264, 2.82403, 1.88167], [3.94567, 4.10013, 1.96973], [6.38118, 1.47489, -0.49589], [5.80895, 3.11468, 1.78746], [4.84105, 2.25697, 2.80924], [3.01157, 3.99633, 2.52181], [3.76311, 4.53988, 0.98922], [4.49105, 4.86038, 2.52891], [7.15707, 1.24410, 0.23406], [6.24096, 2.52158, -0.76586], [6.62428, 0.85997, -1.36242], [2.45891, -4.44321, -2.44390], [2.83613, -3.15734, -1.83417], [2.87082, -2.99685, -0.37109], [4.39960, -2.85580, -2.37913], [5.55325, -3.55124, -1.77048], [6.63049, -3.48647, -2.95395], [2.08919, -1.71269, -2.63455], [5.37017, -4.62362, -1.70282], [5.92070, -3.08726, -0.85516], [6.06852, -4.01991, -3.72060], [7.60295, -3.97540, -2.89600], [6.78470, -2.43169, -3.18147], [1.02905, -1.95118, -2.72018], [2.45365, -1.80242, -3.65789], [2.35172, -0.80188, -2.09641], [-5.26734, -1.76968, 1.80339], [-5.28353, -3.36509, 0.62528], [-6.70292, -1.83944, 3.23106], [-5.58750, -0.15734, 0.72668], [-4.24450, -1.61261, 2.14577]], "forces_ev_per_a": [[-0.21, -0.01, -0.92], [-2.86, -0.67, 1.78], [0.85, -0.24, 0.67], [3.97, -2.63, -1.13], [-0.63, 2.67, -0.07], [-1.75, -0.64, -0.73], [1.02, 1.97, -0.38], [0.02, 0.87, 0.56], [-0.15, 0.19, -0.08], [-0.01, 0.13, 0.46], [0.22, -0.04, -0.16], [0.04, -0.82, -0.26], [-0.07, -0.55, 0.22], [-0.32, 0.06, -0.09], [-0.10, -0.21, 0.04], [1.38, 0.26, -1.06], [-0.20, -1.48, 0.76], [0.45, -0.63, 0.62], [-1.16, 0.33, -0.19], [-1.09, -0.28, -1.32], [-1.13, 0.24, 1.91], [0.71, 1.88, 0.08], [0.44, -0.22, -0.20], [0.08, 0.44, -0.21], [0.18, 0.66, 0.23], [-0.12, -0.07, -0.25], [1.20, -0.48, -0.35], [-0.60, -0.26, 0.28], [-0.56, -0.07, 0.08], [0.27, -0.26, -0.27], [2.03, 1.17, -0.70], [-0.20, -2.54, -0.21], [0.53, -0.26, 0.21], [-1.09, 0.73, -0.51], [-0.07, -2.15, 1.32], [-0.47, 0.62, -0.32], [-0.55, 0.35, 1.38], [0.45, -0.06, -1.06], [-0.02, 1.42, 0.18], [-0.87, -0.38, -0.12], [0.30, 0.27, -0.47], [-0.01, 0.48, -0.03], [0.20, 0.07, 0.00], [0.02, 0.10, 0.10], [-0.21, 0.27, 0.10], [0.46, 1.20, -0.61], [-1.31, -1.66, -0.64], [2.84, 0.01, -0.66], [-1.00, 0.21, -0.26], [1.87, -1.27, 0.01], [-0.83, 1.49, -0.69], [-0.37, -0.33, 0.83], [-0.31, 0.34, -0.35], [-1.14, -0.01, 0.14], [0.44, 0.15, 0.24], [-0.31, -0.02, 0.10], [0.12, -0.56, 0.27], [0.27, -0.25, 0.94], [-0.23, 0.00, -0.02], [-0.44, 0.44, 0.70], [-1.07, 1.32, -3.50], [0.98, -0.04, 2.06], [1.53, 1.10, 1.72], [-0.19, -2.59, -0.98], [0.45, 1.85, 0.80], [0.11, 0.77, 1.09], [-0.70, -1.60, 0.05], [0.30, -0.06, -0.93], [-1.05, -0.60, -0.25], [-0.09, -0.30, -0.36], [-0.05, -0.28, -0.02], [0.22, 0.01, 0.09], [-0.13, 0.54, 0.12], [0.00, -0.23, 0.21], [-0.24, 0.14, -0.16], [0.17, 2.45, 0.96], [2.30, -0.95, 1.18], [-0.49, -0.39, -2.49], [-0.61, -0.31, 0.96], [1.11, -0.27, -2.06], [-1.64, 0.28, 0.69], [0.07, -1.63, -0.36], [-0.50, 0.17, 0.71], [-0.56, 0.00, 0.02], [0.31, 0.46, -0.55], [-0.17, -0.10, 0.85], [-0.03, -0.12, -0.39], [-0.10, 0.22, 0.44], [0.28, 0.46, 0.07], [-0.03, -0.27, -0.13], [0.34, 0.02, -0.63], [0.36, -0.98, -0.43], [-0.81, -0.14, 1.67], [-0.07, 1.37, -0.90], [0.06, -0.27, 0.52]], "mulliken_spin": [0.00, 0.00, 0.00, -0.02, 0.01, 0.01, 0.01, 0.00, 0.00, 0.00, -0.01, 0.00, 0.00, 0.00, 0.00, 0.00, 0.00, 0.00, 0.00, 0.00, 0.00, 0.01, 0.00, 0.00, 0.00, 0.00, 0.00, 0.00, 0.00, 0.00, 0.00, 0.01, 0.00, -0.01, 0.00, 0.01, 0.00, 0.00, 0.00, 0.00, 0.00, 0.00, 0.00, 0.00, 0.00, 0.01, 0.03, -0.04, 0.00, 0.00, 0.00, 0.00, 0.00, 0.00, 0.00, 0.00, 0.00, 0.00, 0.00, 0.00, 0.00, 0.00, 0.00, 0.00, 0.00, 0.00, 0.00, 0.00, 0.00, 0.00, 0.00, 0.00, 0.00, 0.00, 0.00, 0.00, 0.00, 0.00, 0.00, 0.00, 0.00, 0.00, 0.00, 0.00, 0.00, 0.00, 0.00, 0.00, 0.00, 0.00, 0.25, 0.23, 0.35, 0.16, 0.01], "charge": -1, "orbital_gap_ev": [1.81, 6.29], "spin_multiplicity": 2, "lumo_energy_ev": [1.13, 1.13]}

DFT total energy / eV: -10241.788; -18971.087; -332485.266